1.
145
Properties=species:S:1:pos:R:3:mulliken_charge:R:1 method="wB97M-V/def2-TZVPD" charge=0 orbital_gap_ev=7.47
Cl -0.3908 1.5348 4.6739 -0.16
P 0.5391 -0.2187 3.8894 0.37
O -0.7286 5.4800 -1.8574 -0.63
O 0.7835 -9.8847 4.6413 -0.60
O 0.8004 9.9176 3.1767 -0.61
O -1.3360 5.7472 3.4795 -0.51
O -5.6350 -4.6971 -7.2603 -0.62
O 7.1671 -2.2328 -4.1082 -0.57
O 0.4610 5.1509 5.4519 -0.50
O -8.3650 4.1076 -11.1344 -0.57
O 6.7520 -0.1024 2.7318 -0.44
O 0.3279 -0.7574 -1.0245 -0.11
O -0.2978 2.8672 -1.2866 -0.32
O -2.3624 1.8842 7.6400 -0.61
O -0.5228 -1.4560 4.4257 -0.51
O -6.6809 -0.2287 -8.0964 -0.33
O 5.7063 -3.6016 0.1376 -0.48
O -0.8605 -1.8769 -2.3588 -0.27
O 2.3859 -9.4347 2.5013 -0.57
O -4.1880 4.5206 -4.8841 -0.58
O -6.6648 4.6207 5.4537 -0.57
O -2.3621 -1.3519 -4.7914 -0.53
O -3.8180 1.9113 -4.2490 -0.57
O -5.9845 2.8799 -11.5534 -0.61
O -9.1046 0.9508 -7.7380 -0.62
O -5.8728 -2.0489 -7.8335 -0.40
O 2.6340 9.2929 5.0717 -0.57
O 7.4341 -5.6905 0.2222 -0.60
O 0.1631 -5.3272 2.0245 -0.56
O -6.9069 3.0637 7.6598 -0.61
O 2.6463 2.8592 1.3181 -0.59
O -2.0692 -3.9985 -4.2861 -0.56
O -1.3796 -5.7387 4.2163 -0.60
O 8.8326 -4.3717 -4.0617 -0.61
O -2.1033 3.5116 5.4845 -0.34
N -2.1667 -0.8326 1.3389 -0.73
N 3.6254 -0.0055 0.5566 -0.58
N -0.9334 -0.9900 -1.5766 -0.04
C 1.8411 2.0762 2.2345 -0.31
C 1.3287 -7.3653 2.1987 -0.99
C -3.4384 2.5420 7.1513 0.25
C -6.6767 2.4284 -10.6591 0.95
C -1.2702 3.2202 -2.1618 0.05
C 1.3302 -1.2998 1.2556 2.58
C 1.6789 8.3982 4.7304 0.40
C 0.7243 1.2788 1.4286 -1.16
C -0.3427 -7.8223 4.5008 -0.85
C -4.6435 2.4189 7.7138 -0.79
C 3.1998 -2.7122 2.5953 -0.58
C 1.6935 -2.6040 2.0816 -0.96
C -8.0064 3.0463 -10.3770 0.32
C -8.3975 1.4225 -8.6098 0.94
C -3.0845 2.7114 -3.6993 1.01
C 6.3886 -2.8471 -1.9848 -0.92
C -2.0411 2.3051 -2.7541 -0.85
C -4.1199 -1.6204 -6.3326 -0.87
C -3.2364 4.1675 -3.9910 0.28
C -2.4668 5.0819 -3.3950 -1.02
C 1.6057 7.2006 5.3158 -1.06
C 0.5654 6.2447 4.9300 0.99
C 0.3360 -6.3765 2.6196 0.96
C -6.2567 1.2951 -9.8337 -0.73
C 0.4290 -0.2131 2.0015 1.15
C 6.4275 -3.7488 -0.8331 0.79
C -1.1226 -0.4248 1.6870 -0.15
C -3.0197 -3.5728 -5.1478 0.23
C -4.9372 -2.4784 -6.9492 0.26
C -5.5841 3.9851 5.9573 0.37
C -8.8074 2.5714 -9.4196 -0.94
C 6.0701 -1.3742 2.6478 0.38
C 8.1914 -5.0938 -1.9150 -0.84
C -4.3781 4.1108 5.3970 -0.92
C -7.0559 0.8209 -8.8728 -0.02
C 0.6339 -8.8232 4.0663 0.90
C 2.6841 -0.6952 0.6701 -0.89
C -4.8601 -3.9486 -6.6931 0.93
C 7.9360 1.5448 1.2653 -1.02
C 3.6264 -1.6325 3.6797 0.59
C -3.1146 -2.1020 -5.3831 1.00
C -0.3900 6.6458 3.8489 0.31
C -3.2221 3.4113 5.9577 0.76
C 0.7106 8.8092 3.6722 0.95
C 7.1861 -3.0550 -3.0363 0.42
C -0.4848 -6.6768 3.8292 0.30
C -3.8388 -4.4314 -5.7615 -0.88
C 7.6858 0.0105 1.6377 0.03
C 5.2051 -1.7171 3.9254 -1.17
C 8.1359 -4.2058 -3.0780 0.82
C 1.4737 -8.5100 2.8721 0.41
C -0.3156 7.8468 3.2677 -0.79
C -1.4407 4.6769 -2.4330 0.98
C 7.3966 -4.8835 -0.8629 0.26
C 0.5707 -1.8238 -0.0679 -1.74
C -5.7964 3.1374 7.1678 0.88
H 8.8961 -5.9135 -1.9499 0.43
H -7.4082 4.3698 6.0347 0.35
H 5.4459 -2.7637 4.2940 0.40
H 5.4619 -0.9925 4.7505 0.41
H -1.6157 -3.1896 -3.9778 0.32
H 7.8288 -2.5967 -4.7269 0.35
H 8.7117 -0.4095 1.9102 0.26
H 5.6943 -2.0183 -1.9428 0.56
H 2.0524 3.2825 0.6753 0.30
H 0.1100 3.7071 -1.0016 0.29
H 2.4709 10.0741 4.5097 0.35
H -4.6025 3.6832 -5.1665 0.33
H 1.3858 2.8066 2.9728 0.21
H -0.9326 -8.0530 5.3773 0.44
H -1.9291 1.2460 -2.5641 0.64
H 6.7681 -5.3295 0.8375 0.32
H -4.1662 -0.5538 -6.5069 0.48
H 5.5080 -1.3969 1.6699 -0.18
H 2.3007 6.8926 6.0852 0.44
H 8.2871 1.6851 0.2038 0.33
H 3.1515 -1.9159 4.6778 0.24
H -2.5683 6.1397 -3.5960 0.43
H 6.9394 2.0664 1.3895 0.25
H -0.3191 -2.4720 0.1651 0.60
H 0.8799 1.2896 0.3146 0.60
H 1.0287 -2.8289 2.9614 0.25
H 6.8952 -2.1655 2.5740 0.16
H -1.2913 -5.0108 3.5713 0.33
H -1.6162 2.1385 7.0638 0.30
H -4.8135 1.7944 8.5800 0.44
H -1.1881 4.9587 4.0416 0.17
H 3.9545 -2.8211 1.7489 -0.08
H 1.5659 -3.4920 1.3770 0.28
H 2.5677 1.4157 2.7942 0.11
H 1.3320 -2.5175 -0.5626 0.53
H -4.2105 4.7236 4.5212 0.51
H -0.2541 1.8398 1.6062 0.65
H 8.6675 2.0092 1.9922 0.28
H -5.2839 0.8679 -10.0365 0.46
H 1.9292 -7.1274 1.3310 0.48
H -0.9996 8.1515 2.4874 0.46
H -3.7817 -5.4989 -5.5979 0.44
H 3.3502 -0.5715 3.4223 -0.38
H -7.6205 4.2512 -11.7493 0.35
H -6.3304 -2.8599 -8.1359 0.32
H -9.7736 3.0089 -9.2074 0.42
H 2.2919 -10.1648 3.1427 0.35
H -0.1475 -1.8884 5.2136 0.34
H 7.3210 -0.5620 0.7201 0.04
H -7.4282 -0.3752 -7.4853 0.33
H 3.2531 -3.7173 3.1399 0.67

=====

2.
29
Properties=species:S:1:pos:R:3:mulliken_charge:R:1 method="wB97M-V/def2-TZVPD" charge=+2 orbital_gap_ev="6.22 / 2.20" spin_multiplicity=3
Pd 0.0718 -0.5905 -3.8063 0.15
O 0.0881 -1.9695 -6.6401 -0.02
O 2.9334 -1.7745 -3.1785 -0.04
O -2.7496 -1.8196 -3.1023 -0.04
O 0.1115 2.2226 -5.0769 -0.05
N 0.0535 -0.3169 0.5493 0.27
N -0.4291 2.7722 6.5890 -0.39
N 0.0466 -0.6754 -1.6114 0.27
C -0.4088 2.3303 3.0935 -1.12
C -1.7935 -1.2842 -3.4477 0.45
C 0.0237 0.3422 1.7931 2.24
C -0.3091 2.2467 5.5499 -0.08
C 1.9564 -1.2466 -3.4674 0.42
C 0.1372 -1.6971 0.3563 -0.06
C 0.1698 0.2492 4.1954 -0.97
C -0.1803 1.6051 4.2687 0.38
C -0.2976 1.7043 1.8521 -0.40
C 0.1295 -1.8981 -0.9934 -1.21
C 0.0723 -1.3548 -5.6741 0.35
C -0.0161 0.2706 -0.6820 -0.52
C 0.2714 -0.3912 2.9586 -0.55
C 0.0865 1.2747 -4.4280 0.31
H 0.5462 -1.4471 2.9100 0.24
H 0.3682 -0.3187 5.1032 0.45
H -0.4781 2.2759 0.9472 0.17
H -0.0889 1.3487 -0.8201 0.35
H -0.6712 3.3860 3.1539 0.45
H 0.1805 -2.4212 1.1524 0.43
H 0.1756 -2.8231 -1.5446 0.52

=====

3.
12
Properties=species:S:1:pos:R:3:mulliken_charge:R:1 method="wB97M-V/def2-TZVPD" charge=+1 orbital_gap_ev="4.16 / 5.37" spin_multiplicity=5 e_above_lowest_ev=0.000
Cr 0.1627 -1.2575 5.1838 1.14
Cl 1.1061 -0.0014 3.4745 -0.17
F -1.4560 -0.8028 0.5287 -0.27
O -1.3362 0.4869 -1.2215 -0.30
O -0.5264 1.9954 -2.7616 -0.52
O 0.8290 1.0134 -1.2800 -0.29
C -0.3144 1.2136 -1.8421 0.64
C -0.7176 -0.5842 -0.5328 0.28
C 0.7250 -0.0420 -0.3925 -0.09
H -0.7600 -1.4774 -1.1561 0.25
H 0.9611 0.3868 0.5814 0.05
H 1.3267 -0.9309 -0.5819 0.29

=====

4.
67
Properties=species:S:1:pos:R:3:mulliken_charge:R:1 method="wB97M-V/def2-TZVPD" charge=+3 orbital_gap_ev="7.63 / 4.77" spin_multiplicity=5
Pd 0.6425 1.7906 -0.1839 0.86
S 3.2210 1.9834 0.3565 -0.25
P -1.0660 -0.7399 0.5226 1.78
O 0.3985 -0.2339 0.1049 0.35
O 1.0192 1.5627 -2.2994 -0.15
O -0.2119 3.3928 1.0356 -0.74
N 1.3194 4.9778 1.4290 -0.39
N 4.0502 0.6944 -1.8510 -0.12
N 5.5087 2.2066 -0.9178 -0.35
N 0.0137 4.0978 3.1520 -0.34
C 2.6191 -3.1813 -1.8599 -0.63
C 0.3509 4.1492 1.8717 0.66
C -2.2627 -0.0441 -0.5988 0.90
C -4.0343 1.1781 -2.3037 -0.66
C 3.4380 -0.4931 -1.7922 0.89
C -3.8313 -0.1914 -2.3942 -0.82
C -0.5710 0.2276 3.0967 -0.54
C -1.5008 -0.1454 2.1275 0.57
C -0.9084 -3.1466 -0.7964 -0.46
C 3.1135 -1.1302 -3.0261 -0.65
C 2.7781 -2.4355 -3.0439 -0.70
C -2.3926 0.3117 4.6708 -0.56
C -2.3930 1.3476 -0.5644 -0.69
C -1.0740 -2.5263 0.4387 0.08
C -2.9789 -0.8086 -1.5149 -0.43
C -1.3075 -5.2769 0.2695 -0.69
C -3.3020 0.0132 3.6818 -0.81
C -2.8699 -0.1902 2.3938 -0.40
C -3.3052 1.9581 -1.4003 -0.96
C -1.0648 -4.5194 -0.8863 -1.04
C 0.1420 2.1383 -3.2389 -0.60
C 4.3202 1.5948 -0.8635 0.33
C -1.2373 -3.2920 1.5976 -0.57
C 2.8256 -2.5033 -0.6080 -0.32
C 3.2224 -1.2193 -0.5617 -0.31
C -1.3621 -4.6546 1.5082 -0.63
C -1.0335 0.4880 4.3816 -0.87
H -2.8799 -1.8715 -1.5147 0.67
H 0.6947 2.3843 -4.1464 0.34
H -1.4912 -5.2177 2.4277 0.47
H -0.6477 3.3985 3.4609 0.19
H -3.5511 -0.4975 1.6175 0.49
H 1.7591 5.6544 2.0317 0.20
H 2.6259 -2.8942 -3.9957 0.49
H 0.4771 0.1506 2.8370 0.36
H -1.2784 -2.8045 2.5772 0.37
H -1.8629 1.9373 0.2236 0.12
H 1.3472 5.1551 0.4407 0.23
H 2.3827 -4.2308 -1.8439 0.53
H -0.3426 0.7529 5.1772 0.50
H -1.4000 -6.3561 0.1829 0.45
H 5.7868 2.8823 -0.2443 0.27
H -4.7500 1.6423 -2.9729 0.44
H -0.3877 2.9790 -2.8085 0.27
H 4.3995 0.9742 -2.7758 0.35
H -3.4621 3.0293 -1.3724 0.54
H -0.6526 1.3485 -3.4599 0.25
H -1.0070 -5.0030 -1.8346 0.54
H 2.7362 -3.0398 0.3414 0.42
H -4.4075 -0.7676 -3.0917 0.52
H -4.3747 -0.0419 3.8374 0.47
H 0.4140 4.7101 3.8552 0.23
H 3.2505 -0.5538 -3.9308 0.48
H -0.6736 -2.5739 -1.6723 0.88
H 6.2437 1.6804 -1.3635 0.24
H -2.6902 0.5417 5.6918 0.42
H 3.4660 -0.7497 0.3920 0.53

=====

5.
43
Properties=species:S:1:pos:R:3:mulliken_charge:R:1 method="wB97M-V/def2-TZVPD" charge=0 orbital_gap_ev=10.40 e_above_lowest_ev=0.804
O -0.2561 0.1060 -1.6112 -0.50
O -0.2803 -0.4142 2.4375 -0.44
O -2.1229 -1.7186 -0.4473 -0.54
O 1.2174 1.0351 0.6399 -0.34
O 0.2347 -2.8315 0.7523 -0.49
O -4.3223 -3.4027 -0.3453 -0.54
O -0.7065 2.8197 -3.0258 -0.57
O -0.1062 4.3297 -0.6280 -0.58
O 3.1281 -0.0740 -1.3649 -0.54
C 3.4469 0.4194 -0.1049 -0.44
C 0.0543 -1.6787 2.9656 -0.62
C 2.5014 1.5224 0.4044 0.06
C -3.6239 -3.0677 0.8995 -0.33
C -3.1173 -1.6415 0.6167 -0.52
C 0.9053 -2.5619 1.9918 -0.14
C 0.6802 3.1712 -2.7692 0.09
C 0.8090 4.3567 -1.7398 -0.51
H 1.8447 4.2836 -1.3448 0.25
H -0.8691 -0.6560 -1.6509 0.25
H 1.2900 2.4043 -2.3300 -0.12
H 2.5581 2.3446 -0.2790 -0.21
H 0.8496 0.7885 -0.2470 0.21
H -2.4837 -1.3101 1.4638 0.23
H 4.4032 0.8563 -0.1648 0.41
H 0.8179 5.3604 -2.2080 0.36
H -0.0137 3.3815 -0.2642 0.35
H -3.9088 -1.0213 0.2916 0.39
H -2.7292 -3.6416 1.1504 0.29
H 0.5538 -0.0073 2.1868 0.33
H 1.8958 -2.0859 1.8443 0.06
H -4.6325 -4.2957 -0.3131 0.29
H -0.3526 0.6459 -2.4463 0.27
H 2.9004 1.8462 1.3697 0.43
H 3.3604 -0.4530 0.5806 0.12
H 1.1394 3.4552 -3.6982 0.33
H 0.6046 -1.4688 3.9025 0.39
H -2.5616 -2.2066 -1.1839 0.30
H -0.4387 -2.1638 0.6373 0.25
H -0.8556 -2.2577 3.2920 0.26
H -4.3370 -2.9848 1.7045 0.36
H 1.0830 -3.4577 2.5383 0.41
H 2.6670 -0.9383 -1.2686 0.32
H -1.2269 3.2128 -2.2343 0.39

=====

6.
9
Properties=species:S:1:pos:R:3:mulliken_charge:R:1 method="wB97M-V/def2-TZVPD" charge=+1 orbital_gap_ev=7.29 e_above_lowest_ev=0.398
S 1.5488 -1.1578 1.6858 -0.35
N -0.6177 1.2601 -0.7258 -0.11
C -0.8271 0.2335 -1.4453 -0.01
H 2.2785 -2.0013 2.4092 0.18
H 0.4638 -1.3476 2.4512 0.17
H -0.9011 -0.7527 -1.0014 0.27
H -0.6060 2.1912 -1.1328 0.29
H -0.8925 0.3777 -2.5160 0.27
H -0.4469 1.1971 0.2751 0.27

=====

| no. | DFT total energy (eV) |
| --- | --- |
| 1 | -152736.862 |
| 2 | -30750.639 |
| 3 | -52953.507 |
| 4 | -64165.779 |
| 5 | -27142.724 |
| 6 | -13451.713 |